The following is a quantum chemistry calculation of a single C4H6O2 molecule, from OMol25.

Computed properties:
Net charge ... 0
Frontier orbital gap ... 10.858 eV
LUMO energy ... 0.8 eV
SMILES string ... CC(C=O)C=O
Electronic energy ... -8339.1084 eV
Relative energy (zero: lowest compared OMol25 entry of this formula, charge and spin) ... 130.5 kJ/mol

Last column: Mulliken charge in e.
Cartesian coordinates (Å):
1 C -1.182 -0.256 -0.346  -1.36
2 C 0.332 -0.156 -0.427  0.30
3 C 0.520 1.339 -0.148  -0.08
4 O 1.390 1.793 0.545  -0.47
5 C 0.962 -0.945 0.711  -0.07
6 O 0.306 -1.379 1.626  -0.47
7 H -1.605 -1.252 -0.250  0.35
8 H -1.390 0.260 0.603  0.37
9 H -1.620 0.234 -1.221  0.34
10 H 0.814 -0.437 -1.378  0.38
11 H -0.315 1.988 -0.510  0.36
12 H 2.054 -1.104 0.676  0.35